Record 1
Formula: C32H88N8O8
Source: OMol25
Level of theory: wB97M-V/def2-TZVPD

The geometry in XYZ format:
```
136
Properties=species:S:1:pos:R:3:forces:R:3:mulliken_charge:R:1
C -18.382490 11.342300 -21.259070 1.091 1.615 0.700 -1.0590
C -18.260680 12.891680 -20.859400 -0.829 -0.682 -2.015 0.6556
C -17.137780 13.712800 -21.644300 0.004 -0.804 3.054 -0.5587
O -17.196430 15.148340 -21.344830 -0.418 -1.521 -1.193 -0.3332
C -16.525490 15.976360 -22.294010 -0.820 0.275 0.558 -0.8421
N -19.615300 13.390800 -21.176900 0.565 0.167 0.182 -0.8040
H -19.320880 11.058150 -20.782850 0.185 -0.385 -0.151 0.4633
H -17.525450 10.808980 -20.847780 -0.172 -0.233 0.172 -0.2362
H -18.378900 11.123910 -22.326960 -0.247 0.315 -0.114 0.4910
H -18.118600 12.849680 -19.779520 0.276 0.640 -0.022 0.0242
H -17.056760 13.417170 -22.690310 -0.325 0.493 -0.189 0.4926
H -16.285030 13.308770 -21.098700 0.856 0.183 -0.551 0.2020
H -17.068610 16.921290 -22.278900 0.127 0.216 0.163 0.2989
H -16.624590 15.641030 -23.326400 0.297 -0.461 0.013 0.3529
H -15.495290 16.166310 -21.992830 0.169 -0.221 -0.234 0.2086
H -19.589040 14.397770 -21.103250 -0.105 0.371 0.140 0.2975
H -19.639830 13.219940 -22.172040 -0.634 0.049 -0.404 0.3238
C -16.987490 7.501910 -20.856080 1.653 1.521 -0.258 -1.1246
C -16.541350 6.531790 -19.792770 0.879 -0.764 -0.439 0.6321
C -15.910330 5.197910 -20.410650 -1.219 0.471 0.483 -0.8804
O -15.815370 4.035580 -19.549280 0.374 0.382 0.496 -0.1654
C -16.677840 4.007790 -18.423120 -1.002 -0.213 -0.721 -0.8223
N -15.661710 7.229160 -18.765820 -1.574 -1.528 -0.399 -0.6958
H -16.084110 7.875700 -21.338020 0.290 -0.273 -0.621 0.1253
H -17.234810 8.433950 -20.347910 -0.844 -0.124 0.145 0.0157
H -17.692450 7.257430 -21.650660 -0.154 -0.449 0.447 0.4876
H -17.463930 6.250890 -19.284780 0.294 -0.103 0.405 0.1693
H -14.936950 5.370930 -20.869660 0.188 0.113 0.437 0.2321
H -16.550060 4.888230 -21.237050 -0.363 0.102 -0.196 0.3381
H -16.304160 4.567190 -17.565490 -0.113 0.150 -0.035 0.1846
H -16.971640 3.011490 -18.092700 1.216 -0.581 -0.115 0.3859
H -17.686850 4.287460 -18.726070 -0.100 0.949 0.129 0.2386
H -14.692910 7.367550 -19.015580 0.213 0.184 -0.968 0.5981
H -15.572350 6.423060 -18.163890 0.277 0.233 1.203 0.0699
C -17.130480 9.955610 -16.685010 -0.334 -0.150 1.857 -1.0136
C -16.185770 11.217710 -16.694800 -1.365 -3.217 0.740 1.2787
C -15.125640 11.135890 -15.550510 -0.329 1.395 -1.908 -1.8289
O -15.741100 10.901710 -14.329860 -1.051 0.324 -0.128 -0.0048
C -14.975920 10.815100 -13.177980 0.499 -0.829 0.778 -0.5405
N -15.690070 11.226520 -18.074040 0.418 1.262 0.307 -0.2924
H -17.027710 9.218790 -17.481650 0.189 0.443 -0.315 0.0664
H -18.160190 10.296060 -16.576040 -0.241 -0.110 -0.437 0.2666
H -16.997220 9.360070 -15.781860 0.171 -0.013 0.254 0.2071
H -16.920920 12.005590 -16.530810 0.742 0.677 0.081 0.2621
H -14.749170 12.157380 -15.604520 0.903 0.127 0.466 0.0695
H -14.344310 10.421870 -15.810880 0.078 -0.203 0.089 0.3725
H -14.121130 11.473880 -13.024870 -0.071 0.683 -0.650 0.4066
H -14.539700 9.819390 -13.098170 0.070 -0.258 0.052 -0.0062
H -15.634040 10.951230 -12.319820 -0.123 -0.010 -0.058 0.4586
H -16.594380 11.111380 -18.508850 0.032 0.184 -1.044 0.1531
H -15.271930 10.317280 -18.210180 0.413 -0.279 -0.134 0.0650
C -16.896860 13.062590 -9.670150 1.821 0.038 1.312 -1.2348
C -17.283410 12.031930 -8.484560 -1.166 1.783 -0.866 0.3527
C -17.096530 12.504130 -7.009000 -0.952 0.145 0.388 -0.7858
O -17.743730 11.487470 -6.178300 0.391 0.419 0.052 -0.3065
C -18.253610 11.934540 -4.906930 0.155 0.173 -1.297 -0.7757
N -18.732290 11.993810 -8.753850 -0.171 -0.532 0.213 -0.7521
H -17.458540 13.994770 -9.730720 -0.889 -0.264 0.684 0.4072
H -16.908290 12.727830 -10.707410 -0.096 -0.849 0.376 0.4191
H -15.914970 13.505830 -9.504260 0.537 -0.384 -0.004 0.1548
H -16.864470 11.026680 -8.529840 0.205 0.163 -0.613 0.3307
H -17.645690 13.434030 -6.861260 -0.439 0.260 -0.236 0.3161
H -16.113160 12.784770 -6.631730 0.556 -0.745 -0.232 0.4003
H -18.842300 11.133470 -4.459910 0.484 -0.243 -0.009 0.2640
H -18.971270 12.741110 -5.056990 0.026 0.375 -0.083 0.3171
H -17.446720 12.290520 -4.266380 -0.002 -0.142 0.216 0.2856
H -19.008690 12.964960 -8.729910 -0.426 0.049 -0.120 0.2839
H -19.243250 11.536370 -8.012390 0.038 -0.259 0.189 0.2595
C -16.157170 14.900440 -17.727150 0.155 1.273 0.597 -0.9744
C -14.892760 15.785520 -17.497380 -0.784 -1.440 1.047 0.5743
C -13.827560 15.678770 -18.567330 -0.467 -0.850 -0.521 -0.3617
O -12.622990 16.281780 -18.153740 0.103 0.375 -0.356 -0.2464
C -11.499030 16.017690 -19.016310 -1.525 0.616 0.189 -1.0276
N -15.250130 17.140290 -17.036490 1.029 0.687 -0.477 -0.7091
H -16.756210 14.936010 -16.817210 0.020 0.408 0.264 0.4191
H -15.999440 13.825600 -17.816200 0.422 0.188 -0.893 0.0290
H -16.768400 15.408340 -18.473180 -0.099 -0.686 -0.523 0.2913
H -14.441980 15.325340 -16.618100 0.294 0.108 0.211 0.0360
H -14.247320 16.016760 -19.514790 0.262 0.946 -0.400 0.0201
H -13.635220 14.634260 -18.812480 -0.054 -0.502 0.436 0.3874
H -11.123970 15.008400 -18.846700 0.443 0.168 0.215 0.3622
H -10.844670 16.872250 -18.844160 0.527 -0.577 0.123 0.2921
H -11.815230 16.073240 -20.057960 -0.070 -0.011 -0.223 0.3114
H -15.842240 17.733100 -17.600470 -1.324 -0.943 -0.630 0.2590
H -14.431380 17.675290 -17.288520 1.050 0.176 0.888 0.2808
C -11.966610 10.047410 -10.176470 -0.823 1.461 0.601 -1.3090
C -12.642540 10.699980 -8.901170 1.548 0.033 0.595 0.4025
C -12.860710 12.246360 -8.831520 0.755 -0.779 0.074 -0.5562
O -13.045600 12.582950 -7.445260 -0.455 -1.114 -0.629 -0.2781
C -12.718420 13.884970 -7.191000 0.311 2.001 1.215 -1.0579
N -13.846750 10.029090 -8.496780 -1.156 -1.102 -0.763 -0.6189
H -12.051560 8.967490 -10.297560 -0.672 0.018 0.388 0.3366
H -10.888670 10.193770 -10.107770 -0.038 0.505 -0.246 0.3704
H -12.412020 10.548770 -11.035730 0.378 -0.264 -0.407 0.1271
H -11.969920 10.392380 -8.100510 0.913 1.032 0.173 0.3224
H -13.707690 12.558710 -9.442380 -0.465 -0.199 0.130 0.1501
H -12.042160 12.877670 -9.177240 0.526 -0.536 -0.295 0.5248
H -11.680530 14.104860 -6.940950 0.814 -0.600 -0.728 0.3789
H -13.122410 14.239530 -6.242750 -0.933 -0.327 0.013 0.3155
H -13.015780 14.601020 -7.957130 -0.216 -0.072 -0.228 0.3893
H -14.195380 10.324520 -7.596070 0.125 0.553 0.115 0.1960
H -13.480100 9.105970 -8.313710 -0.698 -0.610 -0.041 0.2610
C -14.929790 10.597330 -22.825030 0.149 -0.081 -0.078 -1.1344
C -13.601990 10.611490 -22.068190 -0.832 -1.626 -2.071 0.5093
C -12.513450 10.598700 -23.151930 1.783 -0.511 0.224 -0.9378
O -12.006530 9.289840 -23.504160 -1.491 -0.079 2.028 -0.0263
C -10.794060 9.239370 -24.165900 -0.180 -0.112 -1.125 -0.9064
N -13.588330 11.786190 -21.278100 0.347 0.778 0.456 -0.1339
H -14.933920 9.761360 -23.524490 -0.207 -0.052 -0.050 0.3822
H -14.949750 11.539550 -23.372690 -0.300 0.007 -0.160 0.4791
H -15.805240 10.543190 -22.177920 0.056 -0.061 0.056 -0.1841
H -13.585650 9.729110 -21.428480 0.579 -0.476 -0.249 -0.0896
H -11.631940 11.132760 -22.797220 0.024 0.443 0.231 0.3846
H -12.845450 11.106240 -24.057620 -0.217 0.124 -0.116 0.2634
H -10.326100 8.257860 -24.090110 -0.434 -0.268 0.217 0.2523
H -10.008660 9.923150 -23.843890 -0.262 0.577 0.122 0.3299
H -11.099400 9.378430 -25.202980 0.990 0.301 -0.604 0.3008
H -12.702970 11.796850 -20.792170 0.229 0.295 0.431 0.3044
H -14.273320 11.531600 -20.580900 -0.218 0.778 0.740 -0.0689
C -14.078910 3.514880 -10.130670 -1.868 0.798 -0.165 -1.3801
C -14.948700 4.046120 -11.292450 2.566 -1.563 -0.430 0.3861
C -14.851910 5.548490 -11.418980 -2.317 -0.515 0.132 -0.7741
O -15.556030 5.940350 -12.630120 1.891 1.102 0.378 -0.0742
C -15.206460 7.316260 -12.967910 -0.638 -0.712 0.520 -0.8009
N -14.447080 3.440760 -12.549180 -2.213 -0.426 0.197 -0.8056
H -14.530520 4.075640 -9.312310 1.151 0.451 0.713 0.3245
H -13.033130 3.666000 -10.398250 0.005 0.062 0.684 0.3605
H -14.325100 2.497420 -9.826900 0.318 -0.241 -0.689 0.3450
H -15.972280 3.726550 -11.096850 -0.113 0.008 -0.462 0.3238
H -13.799760 5.813920 -11.315930 -0.042 0.613 -0.408 0.3418
H -15.506170 5.920290 -10.630430 0.617 0.698 0.610 0.3311
H -14.135980 7.507190 -12.892310 0.216 -0.373 -0.498 0.3603
H -15.626860 8.017640 -12.247190 -0.444 -0.068 0.178 0.3049
H -15.625880 7.537110 -13.949450 0.282 -0.079 0.022 -0.1163
H -15.075320 3.943130 -13.159950 0.472 -0.342 -1.303 0.3269
H -13.493630 3.597200 -12.843390 0.092 0.517 0.531 0.3019
```
Positions in Å, forces in eV/Å.

Summary:
Relative energy (zero: lowest compared OMol25 entry of this formula, charge and spin), kJ/mol: 356.7
Charge: -1
Spin multiplicity: 2
LUMO (spin up / spin down), Ha: 0.07431 / 0.07286

=====

Record 2
Formula: C4H10NO
Source: OMol25
Level of theory: wB97M-V/def2-TZVPD

The geometry in XYZ format:
```
16
Properties=species:S:1:pos:R:3:forces:R:3:mulliken_charge:R:1
C -2.018605 -0.960299 -0.226082 -0.314 -3.828 2.854 -1.1980
C -1.251926 -0.075894 0.642373 4.111 0.149 -0.417 -0.2257
C 0.133066 -0.108044 0.591840 -1.129 1.222 2.094 -0.1492
N 0.960884 1.063098 1.117995 -4.379 -0.580 -0.015 -0.0494
C 1.864990 1.589733 0.427654 1.822 2.257 0.411 -0.1289
H -1.541179 -1.961368 -0.292995 0.217 0.593 0.086 0.3335
H -2.085378 -0.715849 -1.213744 -0.422 1.358 -2.466 0.3458
H -2.962740 -1.273755 0.216021 -0.401 0.739 -0.154 0.3671
H -1.766905 0.620923 1.272812 -0.082 0.777 -0.020 0.3141
H 0.882587 -0.834387 0.432662 -0.299 -1.122 -1.207 0.4885
H 0.339254 1.584708 1.761919 1.179 0.378 -0.171 0.3318
H 2.417124 1.042703 -0.316379 -0.252 -0.431 -0.319 0.2888
H 2.190677 2.657118 0.588440 -0.380 -1.314 0.187 0.2641
H 0.722521 -1.816784 -2.258599 0.219 -1.190 -0.321 0.2827
H 0.589852 -0.384715 -2.276556 0.059 1.197 -0.499 0.2712
O 0.265356 -1.129158 -1.794282 0.053 -0.206 -0.044 -0.5364
```
Positions in Å, forces in eV/Å.

Summary:
Relative energy (zero: lowest compared OMol25 entry of this formula, charge and spin), kJ/mol: 286.0
Charge: +1
Spin multiplicity: 1
LUMO, Ha: -0.18543